Record 1
{"formula": "C4H14N3", "method": "ωB97M-V/def2-TZVPD", "multiplicity": 2, "largest_force_ev_per_a": 1.90, "total_charge": 0, "lumo_ev": [1.1, 0.9], "s2": 0.75, "orbital_gap_ev": [5.2, 9.9], "symbols": ["C", "C", "N", "N", "N", "H", "H", "H", "H", "H", "H", "H", "H", "C", "C", "H", "H", "H", "H", "H", "H"], "positions_angstrom": [[-2.019352, -1.005269, 0.519011], [0.140967, -0.556528, 1.529188], [-1.187722, -0.118619, 1.322471], [0.661692, -1.741733, 1.000338], [1.030110, 0.463592, 1.847970], [-1.511798, 0.297340, 2.177807], [0.151669, -2.610483, 1.069697], [1.624783, -1.917994, 1.140728], [0.651715, 1.391077, 1.829717], [2.020629, 0.437076, 2.032039], [-2.245825, -1.933419, 1.047848], [-1.444506, -1.218515, -0.375724], [-2.900802, -0.459844, 0.196202], [1.265920, 1.487529, -1.705557], [-0.027363, 0.740728, -2.076597], [1.075863, 2.560713, -1.663274], [1.696674, 1.144779, -0.769692], [1.976867, 1.344071, -2.522675], [0.147991, -0.330040, -1.981136], [-0.869708, 1.091003, -1.488626], [-0.237814, 0.934533, -3.129745]], "forces_ev_per_angstrom": [[0.38, 0.79, 0.46], [0.06, -0.56, 1.81], [1.24, -0.07, -0.99], [-0.64, -0.34, -1.39], [0.34, 0.98, -0.04], [-0.82, -0.33, 0.02], [-0.22, 0.42, 0.31], [0.78, 0.22, 0.20], [-0.03, 0.16, -0.25], [-0.38, -0.66, -0.06], [-0.37, -0.15, -0.14], [-0.04, -0.22, -0.10], [-0.30, -0.23, 0.18], [-0.39, 0.03, -0.65], [0.75, 0.31, -0.25], [0.06, 0.03, 0.20], [-0.01, 0.03, 0.08], [0.22, -0.06, 0.23], [-0.32, -0.06, 0.19], [-0.11, -0.29, 0.19], [-0.19, 0.00, 0.01]], "lowdin_charge": [-0.124, -0.512, -0.070, 0.077, 0.072, 0.105, 0.077, 0.059, 0.066, 0.076, 0.072, 0.055, 0.076, -0.169, -0.172, 0.058, 0.034, 0.058, 0.052, 0.051, 0.058]}



Record 2
{"formula": "C4H14N3", "method": "ωB97M-V/def2-TZVPD", "multiplicity": 2, "largest_force_ev_per_a": 3.42, "total_charge": 0, "lumo_ev": [0.3, 0.1], "s2": 0.75, "orbital_gap_ev": [3.6, 8.2], "symbols": ["C", "C", "C", "N", "H", "H", "H", "H", "H", "H", "H", "H", "N", "C", "N", "H", "H", "H", "H", "H", "H"], "positions_angstrom": [[-0.623340, -0.677462, 1.051429], [0.037749, -1.983733, 0.754770], [0.559892, -2.289893, -0.458725], [1.301298, -3.555533, -0.619891], [-0.740109, -0.155860, 0.061278], [-1.569087, -0.828542, 1.534962], [-0.037717, -0.132035, 1.816449], [0.184682, -2.711343, 1.593252], [0.463667, -1.656433, -1.349316], [1.049451, -4.253221, 0.092105], [1.145322, -4.034219, -1.540673], [2.317374, -3.378733, -0.493178], [-0.198091, 2.621334, 1.039168], [-0.448109, 3.308383, -0.230536], [-0.716600, 2.526807, -1.447090], [-0.974938, 2.015067, 1.319862], [0.621703, 1.986781, 0.921676], [-1.290079, 4.035756, -0.075461], [0.453304, 3.901456, -0.461340], [0.082988, 1.918506, -1.562060], [-1.569967, 2.000791, -1.364512]], "forces_ev_per_angstrom": [[0.91, -0.36, -0.57], [-0.43, -0.88, 3.28], [0.26, -0.08, -3.01], [0.36, 0.34, -0.85], [0.00, 0.03, 1.26], [-0.90, 0.02, -0.03], [-0.05, 0.42, -0.66], [-0.19, 0.67, -0.64], [0.21, -0.74, 0.26], [-0.31, 0.20, 0.13], [0.26, 0.76, 0.93], [-0.14, -0.56, -0.08], [0.63, -0.75, -0.42], [-0.45, 0.80, 0.03], [0.44, 0.68, 0.63], [0.29, 0.34, -0.27], [-0.93, 0.67, 0.22], [0.71, -0.69, -0.16], [-0.36, -0.12, 0.22], [-0.25, -0.40, -0.29], [-0.07, -0.37, 0.03]], "lowdin_charge": [-0.176, -0.315, -0.312, 0.072, 0.063, 0.049, 0.059, 0.068, 0.073, 0.130, 0.164, 0.136, -0.026, -0.382, -0.015, 0.045, 0.064, 0.110, 0.100, 0.048, 0.047]}



Record 3
{"formula": "C4H14N3", "method": "ωB97M-V/def2-TZVPD", "largest_force_ev_per_a": 0.87, "total_charge": 1, "lumo_ev": -4.8, "orbital_gap_ev": 7.7, "symbols": ["C", "C", "N", "H", "H", "H", "H", "H", "H", "C", "C", "N", "N", "H", "H", "H", "H", "H", "H", "H", "H"], "positions_angstrom": [[1.103267, -1.577804, -0.940656], [2.681610, 0.301960, -0.618476], [2.410280, -0.941018, -0.660676], [0.774973, -1.983663, 0.009043], [1.221722, -2.240499, -1.794816], [0.375561, -0.841309, -1.276711], [1.932822, 1.062945, -0.791823], [3.712327, 0.555802, -0.400091], [3.200790, -1.574358, -0.574555], [-1.544184, -0.113502, 0.902362], [-1.356486, 1.269885, 0.295434], [-0.348852, 1.188448, -0.807856], [-2.583339, -0.047376, 1.929094], [-1.766773, -0.789944, 0.061725], [-0.620454, -0.391282, 1.413875], [-2.319505, 1.618481, -0.090781], [-1.024229, 2.006467, 1.023525], [-0.146003, 2.118817, -1.159866], [-0.850801, 0.739393, -1.569375], [-3.478714, 0.159836, 1.498514], [-2.715417, -0.970223, 2.330254]], "forces_ev_per_angstrom": [[0.00, 0.72, -0.42], [0.46, -0.26, 0.06], [-0.18, 0.30, -0.66], [-0.14, -0.62, -0.23], [0.20, -0.60, 0.51], [0.44, 0.17, 0.44], [-0.35, -0.22, 0.12], [-0.01, 0.15, -0.04], [-0.12, -0.11, 0.27], [-0.20, 0.80, 0.29], [0.30, 0.12, -0.41], [-0.59, 0.16, 0.19], [-0.12, -0.45, -0.35], [0.12, -0.25, 0.21], [0.08, -0.26, -0.22], [-0.02, 0.04, 0.05], [0.05, -0.16, 0.17], [-0.19, 0.13, 0.07], [0.16, 0.07, -0.24], [0.00, 0.19, 0.01], [0.10, 0.08, 0.18]], "lowdin_charge": [-0.001, 0.183, 0.024, 0.103, 0.111, 0.054, 0.091, 0.126, 0.173, -0.315, -0.251, -0.042, 0.000, 0.107, 0.104, 0.114, 0.117, 0.080, 0.075, 0.073, 0.073]}



Record 4
{"formula": "C4H14N3", "method": "ωB97M-V/def2-TZVPD", "largest_force_ev_per_a": 0.44, "total_charge": 1, "lumo_ev": -3.0, "orbital_gap_ev": 10.3, "symbols": ["C", "C", "N", "H", "H", "H", "H", "H", "C", "N", "C", "N", "H", "H", "H", "H", "H", "H", "H", "H", "H"], "positions_angstrom": [[-0.411493, 2.643133, -0.488974], [0.242930, 1.548702, -2.444340], [0.222163, 1.525871, -1.185075], [-1.160911, 2.250984, 0.194789], [-0.875027, 3.334300, -1.192314], [0.353575, 3.168232, 0.079127], [0.734793, 0.750955, -2.995606], [-0.193122, 2.365353, -3.017195], [-0.813184, -1.384470, 0.963044], [-1.266125, -1.962650, 2.225975], [0.706495, -1.380988, 0.991374], [1.273456, -0.828289, -0.284718], [-1.182205, -0.366665, 0.776409], [-1.157546, -1.998864, 0.128743], [-1.253180, -1.251660, 2.951933], [-2.235769, -2.253753, 2.154433], [1.077874, -2.393908, 1.128960], [1.080676, -0.768785, 1.809952], [2.277428, -0.687904, -0.196208], [1.136744, -1.501148, -1.036857], [0.815565, 0.125067, -0.579301]], "forces_ev_per_angstrom": [[0.13, -0.17, -0.09], [0.12, 0.10, -0.19], [-0.10, -0.07, 0.06], [-0.02, 0.07, 0.07], [-0.06, 0.05, 0.03], [-0.04, 0.02, 0.11], [-0.07, -0.05, -0.01], [-0.02, 0.01, -0.07], [0.00, 0.05, 0.14], [-0.23, 0.32, -0.20], [-0.01, 0.00, 0.03], [-0.10, -0.06, 0.04], [0.02, -0.01, 0.00], [-0.04, -0.10, 0.06], [0.09, -0.14, 0.01], [0.13, -0.10, -0.03], [0.03, 0.00, 0.00], [0.00, 0.06, -0.02], [0.05, 0.04, -0.01], [-0.04, 0.02, -0.06], [0.14, -0.04, 0.13]], "lowdin_charge": [-0.082, 0.006, -0.126, 0.078, 0.084, 0.092, 0.083, 0.095, -0.281, 0.011, -0.161, 0.144, 0.103, 0.124, 0.082, 0.082, 0.132, 0.132, 0.160, 0.157, 0.086]}



Record 5
{"formula": "C4H14N3", "method": "ωB97M-V/def2-TZVPD", "largest_force_ev_per_a": 4.94, "total_charge": 1, "lumo_ev": -3.3, "orbital_gap_ev": 10.7, "symbols": ["C", "C", "H", "H", "H", "H", "H", "H", "C", "C", "N", "N", "N", "H", "H", "H", "H", "H", "H", "H", "H"], "positions_angstrom": [[-1.085858, 2.730754, 1.348057], [-1.765472, 1.407709, 1.411909], [-0.484273, 2.915097, 2.256886], [-0.436622, 2.844209, 0.545915], [-1.787815, 3.498797, 1.376388], [-2.524279, 1.371937, 2.274972], [-2.517431, 1.191160, 0.709449], [-1.033991, 0.577459, 1.349745], [1.565489, -0.475962, 0.584349], [0.570948, -1.510644, -1.429415], [0.470786, -0.485982, -0.475009], [1.330544, -2.571032, -1.100348], [-0.142170, -1.409422, -2.614562], [0.383665, 0.426649, -0.849331], [1.863779, -2.837581, -0.299772], [1.024148, -3.380736, -1.628895], [-0.980045, -0.829594, -2.795558], [0.135967, -2.008190, -3.418397], [2.093066, -1.373571, 0.683479], [0.999435, -0.294370, 1.575474], [2.320136, 0.213317, 0.494654]], "forces_ev_per_angstrom": [[0.34, -0.47, 2.17], [-0.85, -1.03, 1.92], [-0.11, -0.32, -0.30], [1.09, 0.27, -1.74], [-1.21, 1.49, -0.36], [1.91, -0.28, -0.31], [-0.51, 0.15, -2.03], [-0.70, 0.20, 0.67], [-4.39, -0.29, 2.25], [-0.69, 2.42, 1.61], [2.61, -2.45, -0.91], [-2.02, -0.87, -3.02], [1.22, -1.17, 0.43], [-0.61, 0.85, -0.60], [0.01, 0.80, 0.48], [0.48, -0.15, 0.02], [1.10, -0.32, 0.81], [-0.36, 0.58, 1.15], [0.24, -1.40, 0.11], [1.19, -0.25, -1.48], [1.28, 2.26, -0.86]], "lowdin_charge": [-0.164, -0.180, 0.087, 0.034, 0.051, 0.107, 0.037, 0.033, -0.012, -0.340, 0.061, 0.202, 0.180, 0.122, 0.119, 0.136, 0.149, 0.144, 0.044, 0.124, 0.066]}



Calculated relative energy (zero: lowest compared OMol25 entry of this formula, charge and spin), 23.0 256.0 215.8 135.0 163.6 kJ/mol (same order as the records).